{
  "formula": "C28H80O20",
  "method": "ωB97M-V with the def2-TZVPD basis set",
  "symbols": ["C", "C", "C", "O", "H", "H", "H", "H", "H", "H", "H", "H", "C", "C", "C", "O", "H", "H", "H", "H", "H", "H", "H", "H", "C", "C", "C", "O", "H", "H", "H", "H", "H", "H", "H", "H", "C", "C", "C", "O", "H", "H", "H", "H", "H", "H", "H", "H", "O", "C", "C", "O", "H", "H", "H", "H", "H", "H", "O", "C", "C", "O", "H", "H", "H", "H", "H", "H", "O", "C", "C", "O", "H", "H", "H", "H", "H", "H", "O", "C", "C", "O", "H", "H", "H", "H", "H", "H", "O", "C", "C", "O", "H", "H", "H", "H", "H", "H", "O", "C", "C", "O", "H", "H", "H", "H", "H", "H", "O", "C", "C", "O", "H", "H", "H", "H", "H", "H", "O", "C", "C", "O", "H", "H", "H", "H", "H", "H"],
  "coordinates": [[-1.890, -1.353, -3.661], [-3.143, -0.461, -3.328], [-4.493, -1.124, -3.494], [-3.148, 0.107, -1.973], [-1.758, -1.263, -4.739], [-2.119, -2.398, -3.453], [-1.053, -1.203, -2.979], [-3.193, 0.420, -3.967], [-4.745, -1.638, -2.566], [-4.372, -1.897, -4.252], [-5.183, -0.310, -3.718], [-2.426, 0.730, -2.082], [5.418, 0.815, 2.371], [5.022, 0.653, 3.886], [3.781, 1.485, 4.148], [4.878, -0.714, 4.136], [4.571, 0.627, 1.711], [6.299, 0.289, 2.005], [5.596, 1.867, 2.151], [5.816, 1.023, 4.534], [3.020, 1.020, 3.521], [3.983, 2.450, 3.683], [3.506, 1.504, 5.202], [5.466, -0.973, 4.849], [-3.665, -0.709, 4.662], [-3.404, 0.611, 3.974], [-4.286, 1.765, 4.590], [-2.001, 0.919, 4.119], [-3.368, -1.554, 4.041], [-4.686, -0.830, 5.022], [-3.031, -0.756, 5.548], [-3.626, 0.564, 2.907], [-5.346, 1.523, 4.516], [-4.300, 2.587, 3.874], [-3.990, 1.921, 5.627], [-1.443, 0.138, 4.135], [2.409, -3.906, -2.107], [3.089, -4.796, -1.167], [2.322, -6.114, -0.852], [4.373, -5.078, -1.697], [1.333, -3.954, -1.936], [2.579, -4.011, -3.179], [2.369, -2.876, -1.752], [3.200, -4.163, -0.287], [2.989, -6.931, -0.577], [1.769, -6.621, -1.642], [1.691, -5.985, 0.028], [4.781, -5.678, -1.068], [-3.503, 2.340, 1.354], [-4.541, 2.965, 0.566], [-5.863, 2.392, 0.825], [-5.741, 0.980, 0.511], [-2.684, 2.759, 1.079], [-4.561, 4.043, 0.727], [-4.161, 2.794, -0.441], [-6.510, 2.769, 0.033], [-6.279, 2.549, 1.821], [-4.965, 0.647, 0.967], [3.911, -2.730, -5.220], [3.015, -1.522, -5.414], [2.252, -0.984, -4.170], [3.091, -0.773, -3.014], [4.467, -2.829, -5.996], [3.629, -0.703, -5.788], [2.269, -1.662, -6.196], [1.481, -1.710, -3.914], [1.764, -0.012, -4.243], [3.593, -1.592, -3.009], [-1.269, 5.017, -0.690], [-0.081, 5.239, 0.043], [0.044, 4.163, 1.103], [0.379, 2.865, 0.585], [-1.435, 5.721, -1.321], [0.765, 5.542, -0.574], [-0.144, 6.172, 0.602], [-0.895, 3.850, 1.560], [0.600, 4.564, 1.950], [-0.007, 2.043, 0.897], [-1.391, 2.387, -1.619], [-0.386, 2.226, -2.499], [-0.126, 3.509, -3.451], [-1.288, 3.550, -4.238], [-1.056, 2.993, -0.953], [0.512, 1.874, -1.992], [-0.668, 1.442, -3.202], [0.690, 3.254, -4.128], [0.072, 4.379, -2.826], [-1.565, 2.681, -4.537], [2.897, 2.207, -2.939], [3.381, 2.520, -1.704], [4.927, 2.395, -1.586], [5.123, 1.020, -1.660], [3.411, 1.547, -3.410], [3.023, 3.515, -1.440], [2.961, 1.821, -0.981], [5.114, 2.701, -0.557], [5.489, 2.916, -2.361], [5.232, 0.728, -2.568], [1.996, -1.477, 0.543], [1.459, -0.182, 0.163], [-0.056, -0.389, 0.170], [-0.683, 0.482, 1.171], [2.951, -1.435, 0.452], [1.779, 0.634, 0.810], [1.700, 0.138, -0.851], [-0.403, -1.412, 0.313], [-0.424, -0.136, -0.825], [-1.617, 0.369, 0.982], [1.195, -3.478, 3.033], [2.015, -2.558, 3.660], [1.201, -1.290, 4.070], [-0.051, -1.739, 4.666], [1.291, -3.233, 2.110], [2.390, -3.115, 4.518], [2.878, -2.311, 3.042], [0.838, -0.857, 3.138], [1.908, -0.629, 4.572], [-0.420, -2.472, 4.168], [-3.483, -0.956, 0.521], [-4.329, -1.970, 0.059], [-4.953, -3.014, 1.007], [-4.010, -4.051, 1.266], [-3.301, -0.503, -0.306], [-5.141, -1.476, -0.475], [-3.757, -2.468, -0.725], [-5.911, -3.465, 0.747], [-5.124, -2.422, 1.905], [-4.499, -4.873, 1.351]],
  "relative_energy_ev": 5.544,
  "total_charge": 0,
  "multiplicity": 1,
  "smiles": "CC(C)O.CC(C)O.CC(C)O.CC(C)O.OCCO.OCCO.OCCO.OCCO.OCCO.OCCO.OCCO.OCCO"
}

---

{
  "formula": "C28H82N10O10",
  "method": "ωB97M-V with the def2-TZVPD basis set",
  "symbols": ["C", "O", "C", "C", "C", "N", "H", "H", "H", "H", "H", "H", "H", "H", "H", "H", "H", "C", "O", "C", "C", "C", "N", "H", "H", "H", "H", "H", "H", "H", "H", "H", "H", "H", "C", "O", "C", "C", "C", "N", "H", "H", "H", "H", "H", "H", "H", "H", "H", "H", "H", "C", "O", "C", "C", "C", "N", "H", "H", "H", "H", "H", "H", "H", "H", "H", "H", "H", "C", "O", "C", "C", "C", "N", "H", "H", "H", "H", "H", "H", "H", "H", "H", "H", "H", "C", "O", "C", "C", "C", "N", "H", "H", "H", "H", "H", "H", "H", "H", "H", "H", "H", "N", "C", "N", "O", "H", "H", "H", "H", "N", "C", "N", "O", "H", "H", "H", "H", "C", "O", "H", "H", "H", "H", "C", "O", "H", "H", "H", "H"],
  "coordinates": [[5.107, 3.513, -3.287], [4.913, 3.774, -1.918], [5.147, 2.668, -1.074], [4.495, 2.917, 0.262], [5.044, 4.205, 0.914], [4.774, 1.822, 1.171], [6.173, 3.470, -3.534], [4.627, 4.330, -3.824], [4.692, 2.596, -3.721], [4.729, 1.777, -1.559], [6.220, 2.490, -0.932], [3.424, 3.087, 0.094], [4.524, 4.342, 1.863], [4.915, 5.067, 0.258], [6.119, 4.163, 1.098], [4.316, 0.969, 0.832], [4.302, 2.007, 2.061], [-6.282, 0.510, -0.813], [-5.035, 1.072, -0.571], [-4.050, 0.633, -1.515], [-3.672, -0.856, -1.428], [-3.598, -1.316, 0.007], [-2.405, -1.116, -2.072], [-7.035, 1.173, -0.370], [-6.454, -0.476, -0.373], [-6.582, 0.523, -1.868], [-4.426, 0.920, -2.503], [-3.177, 1.267, -1.346], [-4.476, -1.431, -1.907], [-3.148, -0.574, 0.666], [-3.212, -2.329, 0.063], [-4.623, -1.385, 0.390], [-2.471, -0.688, -2.994], [-2.144, -2.103, -2.156], [-3.286, 3.711, -5.816], [-2.862, 2.643, -5.013], [-1.621, 2.080, -5.393], [-1.519, 0.768, -4.586], [-0.164, 0.106, -4.898], [-2.580, -0.182, -5.033], [-2.733, 4.654, -5.693], [-4.276, 3.993, -5.455], [-3.259, 3.611, -6.906], [-1.668, 2.015, -6.486], [-0.804, 2.724, -5.043], [-1.683, 0.981, -3.533], [0.654, 0.769, -4.614], [-0.022, -0.186, -5.937], [-0.138, -0.798, -4.285], [-2.377, -0.277, -6.029], [-3.456, 0.330, -5.144], [1.648, 2.713, 2.447], [2.592, 2.012, 3.239], [2.116, 0.730, 3.604], [2.949, 0.171, 4.769], [4.483, 0.123, 4.615], [2.426, -1.156, 5.076], [1.913, 3.768, 2.410], [0.659, 2.698, 2.919], [1.529, 2.287, 1.448], [1.078, 0.852, 3.937], [2.064, 0.098, 2.709], [2.718, 0.873, 5.580], [4.908, 1.108, 4.407], [4.691, -0.447, 3.712], [5.087, -0.229, 5.451], [1.481, -1.018, 5.417], [2.984, -1.604, 5.790], [-1.120, 2.630, 1.293], [-1.432, 2.613, 2.696], [-2.308, 1.553, 3.026], [-1.528, 0.405, 3.648], [-2.326, -0.868, 3.835], [-0.970, 0.809, 4.928], [-0.712, 1.645, 1.064], [-0.360, 3.404, 1.181], [-1.937, 2.973, 0.656], [-3.058, 1.900, 3.749], [-2.977, 1.274, 2.204], [-0.707, 0.286, 2.929], [-1.874, -1.719, 4.342], [-2.794, -1.233, 2.921], [-3.185, -0.619, 4.471], [-1.752, 1.093, 5.515], [-0.445, 1.676, 4.865], [-0.400, -3.178, 1.917], [-1.280, -4.131, 1.340], [-1.869, -4.971, 2.346], [-2.555, -6.174, 1.751], [-3.017, -7.150, 2.873], [-1.568, -6.943, 0.953], [0.057, -3.476, 2.863], [-0.910, -2.225, 2.060], [0.455, -3.058, 1.248], [-1.062, -5.296, 3.004], [-2.644, -4.393, 2.860], [-3.439, -5.898, 1.170], [-2.202, -7.346, 3.570], [-3.207, -8.100, 2.375], [-3.911, -6.796, 3.386], [-2.096, -7.575, 0.356], [-1.215, -6.264, 0.279], [1.773, 3.274, -2.187], [1.323, 4.306, -2.987], [-0.022, 4.338, -3.062], [2.080, 5.124, -3.472], [1.214, 2.547, -1.775], [2.763, 3.267, -1.996], [-0.493, 3.607, -2.559], [-0.471, 5.196, -3.326], [3.188, -2.338, 1.505], [3.537, -1.973, 0.269], [3.394, -2.956, -0.656], [3.912, -0.816, 0.061], [3.099, -1.585, 2.161], [2.919, -3.259, 1.797], [3.712, -2.620, -1.554], [3.287, -3.935, -0.481], [-0.320, -4.166, -2.094], [-1.631, -3.820, -1.601], [0.058, -5.115, -1.711], [-0.360, -4.100, -3.179], [0.402, -3.409, -1.771], [-1.453, -3.846, -0.646], [1.064, 0.041, -0.851], [-0.133, 0.760, -1.233], [0.717, -0.822, -0.279], [1.510, -0.207, -1.815], [1.760, 0.641, -0.270], [-0.741, 0.074, -1.543]],
  "relative_energy_ev": 0.000,
  "total_charge": 0,
  "multiplicity": 1,
  "smiles": "COC[C@H](C)N.COC[C@H](C)N.COC[C@H](C)N.COC[C@H](C)N.COC[C@H](C)N.COC[C@H](C)N.NC(N)=O.NC(N)=O.CO.CO"
}

---

{
  "formula": "C28H82N14O10",
  "method": "ωB97M-V with the def2-TZVPD basis set",
  "symbols": ["C", "O", "C", "C", "C", "N", "H", "H", "H", "H", "H", "H", "H", "H", "H", "H", "H", "C", "O", "C", "C", "C", "N", "H", "H", "H", "H", "H", "H", "H", "H", "H", "H", "H", "C", "O", "C", "C", "C", "N", "H", "H", "H", "H", "H", "H", "H", "H", "H", "H", "H", "C", "O", "C", "C", "C", "N", "H", "H", "H", "H", "H", "H", "H", "H", "H", "H", "H", "C", "O", "C", "C", "C", "N", "H", "H", "H", "H", "H", "H", "H", "H", "H", "H", "H", "C", "O", "C", "C", "C", "N", "H", "H", "H", "H", "H", "H", "H", "H", "H", "H", "H", "N", "C", "N", "O", "H", "H", "H", "H", "N", "C", "N", "O", "H", "H", "H", "H", "N", "C", "N", "O", "H", "H", "H", "H", "N", "C", "N", "O", "H", "H", "H", "H"],
  "coordinates": [[-0.313, -2.987, 0.134], [-0.898, -4.218, -0.186], [0.012, -5.220, -0.556], [0.467, -5.129, -2.013], [-0.679, -4.774, -2.957], [1.151, -6.325, -2.476], [0.352, -2.584, -0.635], [0.197, -3.011, 1.107], [-1.085, -2.223, 0.258], [0.886, -5.232, 0.116], [-0.497, -6.170, -0.354], [1.065, -4.207, -2.070], [-1.528, -5.454, -2.780], [-0.398, -4.711, -4.002], [-1.169, -3.867, -2.593], [0.446, -7.018, -2.711], [1.692, -6.750, -1.728], [-4.800, 2.863, -3.145], [-4.496, 2.226, -1.924], [-5.508, 1.352, -1.487], [-5.272, 0.986, -0.047], [-3.929, 0.292, 0.169], [-6.390, 0.118, 0.393], [-4.198, 3.761, -3.285], [-5.848, 3.173, -3.142], [-4.532, 2.159, -3.938], [-6.527, 1.748, -1.588], [-5.488, 0.453, -2.130], [-5.255, 1.864, 0.601], [-3.832, 0.052, 1.232], [-3.083, 0.877, -0.182], [-3.923, -0.709, -0.279], [-6.426, -0.645, -0.280], [-6.112, -0.307, 1.271], [0.227, 3.415, -7.814], [-0.656, 2.956, -6.819], [-0.103, 2.865, -5.517], [-1.307, 2.788, -4.590], [-1.085, 3.252, -3.146], [-1.937, 1.476, -4.642], [0.508, 4.460, -7.648], [-0.244, 3.329, -8.790], [1.124, 2.781, -7.803], [0.448, 1.919, -5.472], [0.451, 3.771, -5.257], [-2.008, 3.527, -5.011], [-0.311, 2.639, -2.674], [-1.964, 3.135, -2.511], [-0.824, 4.311, -3.173], [-2.897, 1.539, -4.336], [-1.969, 1.096, -5.581], [-0.048, 7.311, 0.278], [0.851, 6.835, -0.705], [1.351, 5.558, -0.409], [2.189, 5.069, -1.578], [2.625, 3.609, -1.416], [3.437, 5.867, -1.663], [0.362, 7.344, 1.293], [-0.913, 6.637, 0.319], [-0.363, 8.296, -0.056], [2.044, 5.615, 0.450], [0.598, 4.823, -0.091], [1.717, 5.203, -2.552], [1.788, 2.913, -1.314], [3.165, 3.466, -0.474], [3.308, 3.387, -2.232], [3.338, 6.571, -2.383], [3.634, 6.369, -0.806], [-1.628, -0.592, 3.434], [-2.185, -1.714, 4.108], [-1.208, -2.736, 4.249], [-1.622, -3.769, 5.261], [-0.566, -4.855, 5.352], [-2.912, -4.378, 4.891], [-0.715, -0.241, 3.915], [-2.403, 0.170, 3.509], [-1.440, -0.828, 2.384], [-1.185, -3.263, 3.281], [-0.238, -2.301, 4.503], [-1.752, -3.322, 6.256], [-0.802, -5.609, 6.105], [0.395, -4.414, 5.645], [-0.394, -5.392, 4.417], [-3.369, -4.769, 5.699], [-3.489, -3.718, 4.389], [3.857, -3.837, -0.713], [3.543, -3.284, 0.539], [3.918, -4.091, 1.626], [3.614, -3.423, 2.962], [4.276, -2.068, 3.107], [4.075, -4.290, 4.065], [3.529, -4.880, -0.804], [4.940, -3.811, -0.891], [3.341, -3.264, -1.481], [3.559, -5.126, 1.561], [5.022, -4.198, 1.623], [2.531, -3.313, 3.076], [5.327, -2.089, 2.806], [4.187, -1.669, 4.114], [3.780, -1.381, 2.420], [3.725, -5.241, 3.956], [5.071, -4.449, 3.899], [3.205, -1.458, -3.761], [1.954, -0.937, -3.558], [1.264, -0.637, -4.688], [1.527, -0.748, -2.428], [3.815, -1.484, -2.964], [3.537, -1.846, -4.623], [0.377, -0.177, -4.545], [1.699, -0.780, -5.578], [1.787, -0.548, 0.387], [0.836, 0.358, 0.724], [-0.010, 0.690, -0.288], [0.625, 0.673, 1.899], [2.419, -0.894, 1.081], [1.813, -0.924, -0.551], [0.313, 0.600, -1.239], [-0.763, 1.329, -0.086], [1.963, 1.087, 4.528], [1.537, 1.538, 5.738], [2.501, 1.747, 6.690], [0.374, 1.896, 5.874], [1.233, 0.924, 3.851], [2.920, 0.862, 4.333], [2.293, 2.357, 7.459], [3.477, 1.691, 6.458], [-0.661, 2.596, 3.007], [-1.724, 2.758, 2.162], [-2.904, 3.106, 2.788], [-1.620, 2.624, 0.945], [0.101, 2.138, 2.522], [-0.764, 2.430, 3.998], [-3.702, 3.242, 2.200], [-2.817, 3.418, 3.736]],
  "relative_energy_ev": 0.278,
  "total_charge": 0,
  "multiplicity": 1,
  "smiles": "COC[C@H](C)N.COC[C@H](C)N.COC[C@H](C)N.COC[C@H](C)N.COC[C@H](C)N.COC[C@H](C)N.NC(N)=O.NC(N)=O.NC(N)=O.NC(N)=O"
}